No. 1
Density functional theory data (the ωB97M-V functional and the def2-TZVPD basis) for C27H35N3O4ReS3Sb as an isolated structure.

The geometry in XYZ format:
```
74
Properties=species:S:1:pos:R:3:forces:R:3
Re 0.076883 -0.218482 0.131149 0.9 1.5 0.4
O 0.124483 1.845870 0.521031 -0.8 -1.5 -0.7
S 1.005388 2.950007 1.153136 0.0 1.2 0.5
C -0.011175 3.479569 2.609579 0.5 -0.1 0.1
C 0.680188 3.016541 3.882381 0.1 -0.3 0.1
C 0.809746 1.492436 3.951781 0.1 0.2 0.1
C -0.508778 0.815457 4.305412 0.1 -0.1 -0.4
S -0.639440 -0.871144 3.586096 0.9 0.2 1.4
O -0.626155 -0.578328 2.083618 0.4 0.4 -2.6
C 1.035638 -1.424943 4.009057 -0.5 -0.1 -0.1
C 1.256869 -1.806082 5.324449 -0.1 0.0 0.0
C 2.544468 -2.147085 5.711611 -0.1 0.0 -0.1
C 3.577964 -2.129443 4.785283 0.0 -0.1 0.0
C 3.335693 -1.781560 3.465702 -0.1 0.0 0.0
C 2.055138 -1.422232 3.075134 -0.1 0.1 -0.2
C 0.704015 4.339483 0.042138 0.1 -0.2 0.0
C 0.474608 4.051376 -1.295505 -0.1 -0.2 0.1
C 0.252557 5.089482 -2.184088 0.0 0.1 0.1
C 0.279935 6.403756 -1.738304 0.0 0.0 0.0
C 0.545670 6.684411 -0.405442 0.1 -0.1 -0.1
C 0.785520 5.652419 0.488853 0.0 -0.1 0.1
H -0.995290 3.032788 2.471602 0.0 0.0 -0.3
H -0.102857 4.561793 2.592517 0.0 0.0 -0.2
H 0.132561 3.381737 4.753956 0.0 0.1 -0.1
H 1.676900 3.461312 3.924554 0.0 0.0 0.1
H 1.562523 1.225265 4.693440 0.0 -0.1 -0.1
H 1.165518 1.130689 2.980747 0.1 -0.1 0.1
H -1.365839 1.357405 3.907550 -0.2 -0.1 0.0
H -0.641664 0.715399 5.380133 -0.1 -0.2 0.1
H 0.449238 -1.835878 6.038777 -0.1 0.0 0.2
H 2.735156 -2.428954 6.735445 0.0 0.0 0.1
H 4.575950 -2.401836 5.089665 0.1 0.0 0.1
H 4.131191 -1.780184 2.736596 0.1 0.0 0.0
H 1.885348 -1.118789 2.050499 0.0 0.1 -0.1
H 0.452162 3.021392 -1.627803 0.0 0.0 -0.1
H 0.057706 4.873692 -3.222583 0.0 0.0 -0.1
H 0.116938 7.212865 -2.433000 -0.1 0.1 -0.1
H 0.577698 7.705565 -0.059586 0.0 0.1 0.0
H 1.041757 5.894890 1.508833 0.0 0.0 0.1
C -2.478971 2.291539 -2.395398 0.2 -0.3 0.1
Sb -2.242142 0.599620 -1.101985 -0.2 -0.1 0.5
C -3.433774 -1.015355 -1.844574 0.2 0.4 0.1
C -3.361548 1.332948 0.579569 0.1 -0.2 -0.3
H -3.522388 2.291050 -2.696860 -0.2 -0.1 0.0
H -1.855583 2.193251 -3.275888 0.1 0.0 0.0
H -2.260046 3.211488 -1.860825 0.1 -0.1 0.1
H -4.456546 -0.650900 -1.879760 -0.1 0.0 0.0
H -3.375320 -1.866243 -1.169187 0.0 0.0 0.0
H -3.119106 -1.290260 -2.846927 0.1 0.0 0.0
H -4.410487 1.331586 0.300384 -0.2 0.0 0.0
H -3.063883 2.354824 0.797608 0.1 0.0 0.0
H -3.219950 0.700830 1.450532 0.0 -0.1 0.1
S 0.126210 -4.801982 -0.101411 -0.1 0.9 0.0
C -0.510781 -4.114356 -1.537552 0.1 0.2 0.2
C -0.526386 -2.760608 -1.457543 -0.4 -0.6 -0.6
N -0.037463 -2.258102 -0.278726 -0.1 0.1 0.2
C 0.340884 -3.241944 0.522434 0.3 -0.6 0.2
H -0.853525 -4.733079 -2.344074 0.0 -0.1 -0.2
H -0.878368 -2.094384 -2.228946 0.0 0.0 0.0
H 0.780744 -3.076620 1.490911 0.0 0.0 0.1
C 1.125150 0.267209 -5.277370 -0.5 -0.1 -0.8
N 1.590411 0.205474 -3.903910 -0.3 0.1 0.4
C 2.909270 0.210884 -3.600401 0.6 0.0 0.6
C 3.371813 0.107526 -2.325164 -0.1 -0.1 0.0
C 2.405021 -0.018215 -1.294239 0.4 -0.1 0.2
O 2.564030 -0.155335 -0.060318 -0.4 0.0 0.4
N 1.078803 0.000896 -1.644346 -0.7 -0.1 1.6
C 0.639543 0.098452 -2.918963 -1.3 0.1 -1.1
O -0.569222 0.087990 -3.167864 0.6 -0.1 -0.2
H 1.881739 0.709907 -5.921323 0.0 0.0 0.2
H 0.211043 0.858799 -5.317076 0.2 0.0 -0.1
H 0.897218 -0.737585 -5.639480 0.0 0.1 0.0
H 3.585772 0.318033 -4.437946 0.0 -0.1 0.0
H 4.420295 0.094539 -2.085785 0.1 0.0 0.0
```
Positions in Å, forces in eV/Å.

The spin multiplicity is 2. The lowest unoccupied orbital energy (alpha / beta) is -10.93 / -10.51 eV. The molar mass is 869.8 g/mol. The HOMO-LUMO gap (alpha / beta) is 6.0075 / 6.4179 eV. As for the net charge: +3.

No. 2
Density functional theory data (the ωB97M-V functional and the def2-TZVPD basis) for C30H50HoP2 as an isolated structure.

The geometry in XYZ format:
```
83
Properties=species:S:1:pos:R:3:forces:R:3
Ho -0.136286 -0.187240 -0.120363 -1.2 1.4 -0.6
C 0.562266 -1.372176 1.886761 1.6 0.1 -0.5
C 0.884185 -2.191846 0.746069 1.2 0.9 0.3
C 2.214413 -0.294347 0.647862 -0.3 -1.2 0.9
C 1.414027 -0.224389 1.845031 0.5 -1.0 -0.4
C 1.920152 -1.520273 -0.017489 -0.3 -0.2 1.8
C -0.301868 -1.805020 3.016533 -0.3 -0.2 0.3
H -1.164954 -2.390656 2.676421 0.1 0.0 0.1
H -0.691187 -0.967405 3.603106 0.1 -0.1 -0.1
H 0.279107 -2.446133 3.695417 -0.2 0.1 -0.1
C 1.702781 0.691338 2.976284 -0.1 0.7 0.3
H 0.974868 0.554974 3.783139 0.2 0.1 -0.1
H 1.672524 1.739501 2.651125 0.0 -0.2 0.1
H 2.707201 0.490193 3.390796 -0.4 0.0 -0.2
C 3.372328 0.568926 0.327646 0.3 0.5 0.0
H 4.326960 0.118577 0.639266 -0.3 -0.1 -0.1
H 3.281697 1.522929 0.846941 0.1 -0.3 -0.1
H 3.442214 0.765431 -0.751055 0.1 0.1 0.2
C 2.840079 -2.123346 -1.010294 0.2 -0.3 -0.6
H 3.618974 -2.683462 -0.466811 -0.2 0.1 -0.3
H 3.350849 -1.358251 -1.606017 -0.1 -0.2 0.1
H 2.333996 -2.804418 -1.702988 0.1 0.0 0.1
C 0.608110 -3.640676 0.751352 -0.4 -0.8 -0.1
H 1.222475 -4.077126 1.562206 -0.3 -0.1 -0.5
H 0.841859 -4.119771 -0.205727 0.1 0.0 0.3
H -0.444361 -3.858682 0.974915 0.2 -0.1 0.0
C -2.895533 -1.642561 -1.740409 0.2 -0.5 0.1
C -2.670857 -2.588303 -0.814928 0.1 0.3 -0.4
C -2.975273 -4.037059 -1.091270 -0.3 -0.3 0.5
C -2.002227 -4.767228 -2.078314 0.1 -0.4 -0.1
C -0.899058 -3.952464 -2.709231 -0.2 0.3 0.0
C -1.169831 -3.038478 -3.648691 -0.1 0.0 0.3
C -2.591898 -2.759500 -4.081258 0.1 -0.1 -0.5
C -3.510195 -1.985364 -3.075701 -0.3 0.5 -0.3
H -4.000988 -4.164028 -1.481480 0.4 0.3 0.2
H -2.627587 -5.184579 -2.883644 0.3 0.0 0.2
H -2.961910 -4.588904 -0.138468 0.0 0.2 -0.3
H -4.440401 -2.570989 -2.952822 0.4 0.3 0.2
H -2.587160 -0.593690 -1.619385 -0.2 -0.2 0.3
H -2.199631 -2.379139 0.154380 -0.1 0.2 -0.2
H -3.819460 -1.048567 -3.566360 0.1 -0.3 0.2
H -2.558703 -2.181794 -5.018193 -0.1 -0.3 0.3
H -0.397477 -2.434997 -4.136531 0.0 -0.3 0.3
H -3.097111 -3.712021 -4.313360 0.3 0.3 0.0
H -1.552478 -5.618434 -1.544551 -0.2 0.3 -0.2
H 0.109129 -4.142305 -2.333242 -0.1 0.2 -0.4
P -1.998564 1.168686 1.331676 -0.4 0.2 0.8
C -1.432337 1.916345 2.922281 0.1 0.0 -0.4
H -2.289646 2.520773 3.264551 0.5 -0.2 0.3
H -0.542593 2.538026 2.752681 -0.5 -0.2 0.2
H -1.142703 1.120990 3.626823 -0.5 0.3 -0.2
C -2.870233 2.532652 0.434517 0.3 -0.3 0.0
H -3.510845 3.012621 1.198459 0.0 0.0 -0.7
H -3.430113 2.099685 -0.414705 -0.1 0.2 0.6
H -2.133776 3.241132 0.016528 -0.5 -0.4 0.2
C -3.394340 0.155358 1.984211 0.3 0.3 -0.2
H -3.987244 -0.217795 1.129508 0.0 0.1 0.6
H -3.952372 0.850353 2.640942 -0.1 -0.7 -0.3
H -2.966569 -0.694386 2.550328 -0.4 0.5 -0.2
P 0.421298 1.050655 -2.435706 1.2 1.6 -0.8
C 1.796983 0.223243 -3.359644 -0.8 -0.3 -0.3
H 1.612769 0.492750 -4.412096 0.6 -0.4 0.2
H 1.792836 -0.868988 -3.193492 0.1 0.5 -0.4
H 2.745011 0.664158 -2.988338 -0.6 -0.3 -0.3
C -1.019995 1.557807 -3.475716 0.3 -0.6 -0.1
H -1.383371 0.691115 -4.055960 -0.1 0.6 0.0
H -0.640023 2.400279 -4.084574 -0.6 -0.6 0.0
H -1.809101 1.918799 -2.785353 0.4 -0.2 -0.4
C 1.247986 2.696813 -2.461184 -0.1 -0.4 0.5
H 1.526583 2.878503 -3.517685 -0.2 0.2 0.5
H 2.148520 2.593650 -1.835312 -0.5 0.4 -0.5
H 0.560615 3.439854 -2.015421 0.6 -0.2 -0.4
C 1.621531 5.843308 1.041564 -0.1 0.0 0.1
C 2.573720 4.954969 0.515865 -0.4 -0.8 -0.1
C 2.205656 3.605284 0.297473 0.7 1.9 0.1
C 0.935447 3.202310 0.612989 -1.0 -3.5 -0.9
C -0.013350 4.056152 1.082878 0.2 2.0 0.6
C 0.320165 5.406496 1.330033 0.1 -0.6 -0.2
H 1.894720 6.879883 1.225424 0.0 -0.2 0.0
H 3.592670 5.250633 0.243459 -0.4 0.2 0.2
H 2.930663 2.945437 -0.187156 -0.2 0.5 0.4
H -1.021086 3.724180 1.320477 0.4 0.5 0.0
H -0.462245 6.048049 1.748533 0.5 0.1 -0.2
```
Positions in Å, forces in eV/Å.

The spin multiplicity is 5. The lowest unoccupied orbital energy (alpha / beta) is -2.91 / -2.76 eV. The molar mass is 637.6 g/mol. The HOMO-LUMO gap (alpha / beta) is 5.9902 / 6.2858 eV. As for the net charge: +1.

No. 3
Density functional theory data (the ωB97M-V functional and the def2-TZVPD basis) for the molecule C3H3NO3.

The geometry in XYZ format:
```
10
Properties=species:S:1:pos:R:3:forces:R:3
O 2.264177 -0.771669 -0.091796 -0.3 1.4 -0.1
C 1.115213 -1.036854 -0.025044 -2.2 -2.6 0.8
N -0.114512 -0.228829 0.255956 -0.1 0.9 -1.9
C -0.128967 1.259784 -0.036066 -2.8 -1.8 0.3
O 0.870912 1.858208 0.023520 0.8 1.2 -0.2
C -1.411600 -0.790497 0.021936 -2.0 -0.5 0.5
O -2.464974 -0.146528 -0.093065 2.8 -1.0 0.2
H 0.822759 -2.164446 -0.062428 -0.1 1.6 -0.1
H -1.283272 1.584304 -0.262439 2.9 -0.5 0.5
H -1.546691 -1.932746 0.058940 1.0 1.3 -0.2
```
Positions in Å, forces in eV/Å.

The lowest unoccupied orbital energy is 0.41 eV. The molar mass is 101.1 g/mol. The HOMO-LUMO gap is 10.8638 eV. As for the net charge: 0. The SMILES is O=CN(C=O)C=O.

No. 4
Density functional theory data (the ωB97M-V functional and the def2-TZVPD basis) for CH5CuO3 as an isolated structure.

The geometry in XYZ format:
```
10
Properties=species:S:1:pos:R:3:forces:R:3
O 1.834444 0.230813 -0.391521 -3.0 2.7 1.1
Cu 0.484831 -1.058858 -0.810390 0.6 -0.8 -0.4
O 2.915427 -0.379196 0.204859 -0.2 -0.2 1.0
H 3.649177 -0.170790 -0.400903 0.3 0.2 -0.3
O -0.711271 0.032830 0.080607 -0.7 0.8 0.3
H 1.208768 0.940141 0.280526 3.0 -2.4 -1.7
C -2.068497 0.053123 0.199937 0.1 -1.2 -0.2
H -2.559959 -0.827305 -0.227685 0.0 0.3 0.0
H -2.303028 0.168362 1.283013 0.0 0.3 0.1
H -2.449895 1.010879 -0.218440 0.0 0.3 0.1
```
Positions in Å, forces in eV/Å.

The spin multiplicity is 3. The lowest unoccupied orbital energy (alpha / beta) is -11.21 / -14.25 eV. The molar mass is 128.6 g/mol. The HOMO-LUMO gap (alpha / beta) is 10.9268 / 7.3247 eV. As for the net charge: +2.

Copy entry 3 word for word.
Density functional theory data (the ωB97M-V functional and the def2-TZVPD basis) for the molecule C3H3NO3.

The geometry in XYZ format:
```
10
Properties=species:S:1:pos:R:3:forces:R:3
O 2.264177 -0.771669 -0.091796 -0.3 1.4 -0.1
C 1.115213 -1.036854 -0.025044 -2.2 -2.6 0.8
N -0.114512 -0.228829 0.255956 -0.1 0.9 -1.9
C -0.128967 1.259784 -0.036066 -2.8 -1.8 0.3
O 0.870912 1.858208 0.023520 0.8 1.2 -0.2
C -1.411600 -0.790497 0.021936 -2.0 -0.5 0.5
O -2.464974 -0.146528 -0.093065 2.8 -1.0 0.2
H 0.822759 -2.164446 -0.062428 -0.1 1.6 -0.1
H -1.283272 1.584304 -0.262439 2.9 -0.5 0.5
H -1.546691 -1.932746 0.058940 1.0 1.3 -0.2
```
Positions in Å, forces in eV/Å.

The lowest unoccupied orbital energy is 0.41 eV. The molar mass is 101.1 g/mol. The HOMO-LUMO gap is 10.8638 eV. As for the net charge: 0. The SMILES is O=CN(C=O)C=O.